70
Properties=species:S:1:pos:R:3 method="wB97M-V/def2-TZVPD" multiplicity=6 total_charge=+1 energy_ha=-7453.80081 gap_ev="6.7173 / 5.3848" relative_energy_ev=0.000
Ir 9.47700 12.32301 9.02999
I 12.78525 7.74107 13.84143
C 11.86764 9.49670 13.41352
C 11.29010 10.25957 14.41395
C 10.90871 11.55530 14.14777
I 9.79494 12.47073 15.52473
C 11.21996 12.20095 12.86121
O 11.07252 13.49529 12.69475
C 11.71712 11.34107 11.81718
C 12.21453 12.05677 10.62155
N 11.17841 13.07984 10.06577
C 11.92026 14.19429 9.40904
C 11.23077 15.54366 9.49637
C 12.08280 16.63581 9.12399
C 11.67917 17.95013 9.30268
C 10.44442 18.11752 9.87070
C 9.66635 17.03506 10.11084
N 10.04306 15.73308 10.07290
C 12.01443 10.00091 12.07410
H 11.22655 9.98201 15.43950
H 12.36453 11.35318 9.75751
H 13.15549 12.70649 10.72086
H 10.87273 13.52103 10.98835
H 12.14665 13.89092 8.39927
H 12.90717 14.37676 9.87186
H 13.02069 16.46263 8.60572
H 12.34897 18.70594 8.91534
H 10.03326 19.12609 9.95969
H 8.62051 17.25323 10.30256
H 12.41620 9.31782 11.32325
C 9.34716 14.87704 6.26995
As 8.39424 13.46059 7.24742
C 7.62108 12.53091 5.67700
C 6.76709 14.41421 7.85763
C 5.93180 15.09900 6.93921
C 4.89828 15.89361 7.45920
C 4.57289 15.92769 8.79270
C 5.37956 15.20324 9.67626
C 6.49059 14.45613 9.21577
As 7.50802 13.20504 10.31801
C 6.18633 11.67812 10.44601
C 7.54144 13.88888 12.16634
H 8.69704 15.32559 5.52107
H 10.19133 14.35126 5.82846
H 9.73910 15.73854 6.86656
H 6.58391 12.87370 5.51198
H 7.59164 11.49527 6.07869
H 8.20609 12.65174 4.79638
H 6.11144 15.00106 5.87208
H 4.32297 16.40636 6.69852
H 3.69986 16.44622 9.15433
H 5.17542 15.19834 10.76008
H 5.25938 12.17305 10.30511
H 6.20690 11.31528 11.48364
H 6.43081 10.93260 9.70683
H 6.82188 14.72076 12.21542
H 8.53139 14.34000 12.34158
H 7.26787 13.12091 12.92400
Cl 8.52148 9.26293 11.31130
C 9.11890 8.49048 9.89173
C 9.19876 7.10245 9.84878
C 9.84799 6.56046 8.73073
C 10.44505 7.33602 7.71210
C 10.27462 8.70002 7.66757
Cl 11.00042 9.62854 6.49068
C 9.60257 9.29537 8.81300
N 9.52170 10.58472 8.91608
H 8.67135 6.50557 10.58477
H 9.75727 5.41842 8.66411
H 10.96546 6.87181 6.89314



72
Properties=species:S:1:pos:R:3 method="wB97M-V/def2-TZVPD" multiplicity=5 total_charge=-1 energy_ha=-6712.61363 gap_ev="5.8836 / 5.9142" relative_energy_ev=0.000
Mn -1.38953 2.50605 0.56267
N -1.92277 6.28361 -1.25856
C -1.91919 6.86628 -0.00805
C -2.12747 5.85472 0.87857
N -2.26221 4.67475 0.20008
C -2.12089 4.95852 -1.07227
C -2.01309 3.86820 -2.02055
N -1.78610 2.65663 -1.56770
C -1.67128 1.82964 -2.65448
C -1.83851 2.56463 -3.78665
N -2.05734 3.86592 -3.36995
H -1.65957 6.73758 -2.11453
H -1.73601 7.91593 0.13004
H -2.12795 5.88528 1.95391
H -1.46002 0.77908 -2.53614
H -1.81179 2.29551 -4.82656
H -2.25907 4.64967 -3.96384
S 2.83138 2.44631 2.79318
As 1.17381 3.58326 2.21397
S -0.76880 2.58919 2.74677
S 0.72116 3.26077 0.03847
S 1.08458 5.62741 2.68150
C -3.99426 -0.56900 0.53135
C -2.95335 0.51773 0.50595
O -1.82018 0.28372 0.02603
O -3.23829 1.67282 0.95531
H -4.31207 -0.77081 -0.49334
H -4.85356 -0.27239 1.12733
H -3.54731 -1.47977 0.92986
C 2.53879 0.49846 -1.99697
C 1.35741 -0.35199 -2.38124
C 1.00788 -0.48523 -3.72533
C -0.09253 -1.23481 -4.11381
C -0.87076 -1.86013 -3.14954
C -0.53050 -1.73498 -1.80871
C 0.58351 -1.00232 -1.40739
Sb 1.02162 -0.62493 0.67712
C 2.76281 -1.91842 0.77358
C 3.31136 -2.54066 -0.34405
C 4.44266 -3.33985 -0.24773
C 5.04118 -3.52723 0.98857
C 4.50399 -2.91263 2.10985
C 3.37236 -2.10394 2.02266
C 2.81266 -1.46062 3.26328
C -0.32011 -2.03931 1.62305
C -1.11946 -1.43084 2.59349
C -2.03119 -2.15492 3.34885
C -2.15838 -3.51813 3.13413
C -1.36093 -4.13792 2.18408
C -0.42744 -3.42457 1.43097
C 0.45099 -4.18873 0.47593
H 2.99021 0.96087 -2.87545
H 3.30932 -0.09004 -1.49364
H 2.23954 1.29559 -1.31056
H 1.60996 0.01649 -4.47552
H -0.34341 -1.32641 -5.16430
H -1.74062 -2.43906 -3.43684
H -1.16024 -2.19711 -1.05719
H 2.83673 -2.41983 -1.31260
H 4.84976 -3.81416 -1.13290
H 5.92466 -4.14748 1.08172
H 4.97328 -3.05557 3.07715
H 3.46665 -1.62765 4.11940
H 1.82834 -1.87166 3.50651
H 2.69400 -0.37969 3.13605
H -1.03055 -0.36053 2.75965
H -2.63849 -1.65239 4.09173
H -2.87053 -4.10072 3.70653
H -1.45223 -5.20740 2.02426
H -0.01369 -5.13807 0.20357
H 1.41872 -4.40433 0.93446
H 0.65233 -3.62842 -0.43517



75
Properties=species:S:1:pos:R:3 method="wB97M-V/def2-TZVPD" total_charge=+2 energy_ha=-2570.50257 gap_ev=5.5463 relative_energy_ev=0.486
Au -1.77002 1.13356 1.66856
N -6.20116 -4.00451 5.55894
C -5.69677 -2.78665 5.24270
C -6.55469 -1.70675 4.97226
C -6.04229 -0.46998 4.65861
C -4.66017 -0.28707 4.62104
C -3.79236 -1.35037 4.87677
C -4.30453 -2.58670 5.18147
S -4.02525 1.26729 4.22768
O -2.79184 1.50100 4.91789
O -5.06870 2.23605 4.20877
N -3.51665 1.11254 2.61125
C -4.24705 0.72554 1.53921
N -5.51811 0.38978 1.47355
C -5.92850 0.00708 0.26915
C -5.09981 -0.07514 -0.85441
C -3.77400 0.25697 -0.69581
N -3.37004 0.67847 0.50130
H -7.19080 -4.15619 5.61122
H -5.59690 -4.78006 5.75445
H -7.62636 -1.85233 5.01858
H -6.69795 0.36315 4.45178
H -2.72206 -1.20289 4.82378
H -3.63819 -3.41648 5.37855
H -6.97490 -0.26383 0.19190
H -5.48027 -0.39830 -1.81033
H -3.04080 0.20256 -1.48821
F 3.24728 3.43135 -2.26120
C 2.95242 2.13391 -2.01311
C 1.90062 1.84180 -1.20408
C 1.54164 0.50257 -0.97800
C 0.43714 0.17377 -0.09783
O -0.19338 1.18730 0.39062
C 0.15413 -1.18709 0.10148
C 0.90638 -2.11085 -0.58476
N 1.91922 -1.82502 -1.41145
C 2.66536 -2.90211 -2.04037
C 2.53989 -3.10026 -3.52286
C 1.91791 -4.08095 -2.57392
C 2.27787 -0.50526 -1.61710
C 3.38051 -0.17539 -2.42034
C 3.74113 1.14054 -2.63094
N 4.85586 1.45062 -3.42251
C 5.71027 2.59561 -3.19370
C 5.49557 3.69161 -4.22832
N 5.67612 3.09109 -5.60181
C 4.76322 1.91233 -5.82423
C 5.02771 0.87501 -4.73689
C -0.93669 -1.78422 1.01236
O -1.42228 -2.84060 0.63120
O -1.17847 -1.12535 2.06775
H 1.32973 2.63773 -0.74781
H 0.66457 -3.15745 -0.45897
H 3.62860 -3.07546 -1.57687
H 3.42584 -3.39176 -4.06950
H 1.86499 -2.44077 -4.05224
H 2.37613 -5.05028 -2.44714
H 0.83955 -4.07929 -2.50078
H 3.98374 -0.96236 -2.84736
H 6.75467 2.25980 -3.24259
H 5.55963 3.00639 -2.20025
H 6.21258 4.50423 -4.12552
H 4.48276 4.08586 -4.19005
H 6.64719 2.78568 -5.70814
H 5.51677 3.80036 -6.31842
H 4.95256 1.52612 -6.82440
H 3.74531 2.29593 -5.76525
H 6.04954 0.48929 -4.84483
H 4.35032 0.03772 -4.88681
C 0.46656 1.96998 5.45963
C -0.09565 1.93305 4.12866
N -0.59247 1.97562 3.10019
H 0.47266 0.95806 5.86343
H -0.16733 2.60473 6.07769
H 1.48252 2.35965 5.42667



72
Properties=species:S:1:pos:R:3 method="wB97M-V/def2-TZVPD" multiplicity=2 total_charge=+1 energy_ha=-8013.48280 gap_ev="5.9595 / 5.9824" relative_energy_ev=2.740
Re -0.11873 -1.34801 -0.69044
O -0.32006 -2.68640 1.11216
S -0.21743 -2.14624 2.47086
O 0.28202 -3.00530 3.48150
O 0.72893 -0.94623 2.21710
C -1.80709 -1.56115 2.97823
C -2.14012 -1.87273 4.28619
C -3.40000 -1.55150 4.78477
C -4.32140 -0.92778 3.97198
C -3.99078 -0.60597 2.65650
C -2.74369 -0.91816 2.15105
S -2.43478 -0.37677 0.48818
O -2.27363 -1.57382 -0.39600
O -3.46896 0.52551 0.13256
O -1.04469 0.19299 0.56087
H -1.41924 -2.38562 4.90589
H -3.64945 -1.80241 5.80624
H -5.30351 -0.67904 4.34996
H -4.69803 -0.09649 2.01788
Br 0.26928 -3.26489 -1.94663
C -1.02436 -3.50806 -3.12602
Br -0.57324 -0.07941 -2.69986
H -0.95720 -4.42050 -3.69607
H -1.89825 -2.88111 -3.04912
C 5.49256 -0.99121 0.14030
C 4.84001 -0.89827 -1.21256
C 5.66768 -0.90724 -2.33054
C 5.16376 -0.85587 -3.62167
C 3.79743 -0.78678 -3.82239
C 2.95139 -0.77097 -2.72398
C 3.44744 -0.82334 -1.42357
P 2.23768 -0.88967 -0.05306
C 2.89240 -2.36338 0.85640
C 2.94841 -3.47531 0.00449
C 3.34287 -4.72198 0.44237
C 3.70491 -4.88463 1.77324
C 3.70589 -3.78666 2.60755
C 3.32236 -2.51179 2.17703
C 3.47472 -1.40719 3.18742
C 2.42267 0.73126 0.82611
C 3.24796 1.65969 0.18671
C 3.42075 2.94892 0.65830
C 2.73992 3.36407 1.78654
C 1.89783 2.47255 2.42542
C 1.73043 1.17178 1.96805
C 0.81055 0.34765 2.83289
H 6.50740 -0.59873 0.08762
H 5.55392 -2.03079 0.46849
H 4.96024 -0.43328 0.90833
H 6.73921 -0.95824 -2.17943
H 5.84213 -0.86446 -4.46464
H 3.38521 -0.73667 -4.82124
H 1.88584 -0.69997 -2.88776
H 2.73322 -3.34719 -1.04883
H 3.38190 -5.55334 -0.24886
H 4.00985 -5.85304 2.14646
H 4.02942 -3.89952 3.63566
H 4.44819 -1.49911 3.67046
H 2.72247 -1.49751 3.97402
H 3.42259 -0.41404 2.75361
H 3.76653 1.38044 -0.71825
H 4.08200 3.62430 0.13214
H 2.85587 4.36985 2.16691
H 1.35570 2.79081 3.30934
H -0.18736 0.78548 2.86301
H 1.20444 0.23078 3.84302
C 0.58740 3.39051 -1.78302
O 0.46415 2.47524 -0.70403
H 0.11550 4.35093 -1.56004
H 0.16204 2.98834 -2.70641
H 1.65230 3.55918 -1.93825
H -0.47264 2.30929 -0.55625